# 1
Below is a 2-piece molecular cluster, C9H20Si overall in a non-equilibrium geometry, with properties calculated with ωB97M-V/def2-TZVPD.

Calculated values
E_LUMO (alpha / beta): 0.411 / 0.158 eV
HOMO (alpha / beta): -8.68 / -7.87 eV
ΔE to the lowest compared entry with this formula, charge and spin: 5.8487 eV

ORCA input file:
```
! RIJCOSX wB97M-V def2-TZVPD def2/J DEFGRID3
* xyz 0 1
C -0.912 -2.851 -1.702
C 0.048 -1.987 -1.835
C 2.471 0.129 1.533
C 0.756 -1.816 1.512
C -1.030 1.364 -2.175
C -2.211 0.115 0.459
C -0.276 3.114 0.398
C 0.808 0.215 -0.152
C 1.043 -0.285 1.288
Si -0.739 1.229 -0.356
H -1.026 -3.746 -2.220
H -1.900 -2.836 -1.229
H 1.063 -2.018 -2.327
H 2.787 0.834 0.850
H 2.501 0.660 2.522
H 3.170 -0.693 1.611
H 1.196 -2.350 0.731
H -0.350 -1.941 1.576
H 1.271 -2.141 2.367
H -1.877 1.977 -2.344
H -0.145 1.852 -2.547
H -1.238 0.376 -2.595
H -3.200 0.385 0.234
H -1.813 -0.872 0.133
H -2.031 0.271 1.499
H -1.091 3.636 0.761
H 0.572 2.953 1.105
H 0.053 3.841 -0.287
H 1.646 0.295 -0.778
H 0.451 0.293 1.970
*
```

Here are the Löwdin charges for atoms 1 to 2, given in e: -0.1167, 0.0150



# 2
Below is one molecule with the formula C4H7NS in a non-equilibrium geometry, with properties calculated with ωB97M-V/def2-TZVPD.

Calculated values
E_LUMO: -0.103 eV
HOMO: -8.75 eV
ΔE to the lowest compared entry with this formula, charge and spin: 4.2988 eV

ORCA input file:
```
! RIJCOSX wB97M-V def2-TZVPD def2/J DEFGRID3
* xyz 0 1
C -1.522 -0.985 -0.080
C -0.626 0.044 0.434
N -0.477 1.138 -0.561
C 0.616 0.129 -0.373
C 1.969 0.393 0.210
S 3.258 -0.288 -0.153
H -1.006 -2.038 -0.062
H -2.330 -0.539 0.397
H -1.530 -0.538 -1.214
H -0.828 0.364 1.435
H -0.034 1.954 0.011
H 0.520 -0.504 -1.354
H 1.991 0.871 1.310
*
```

Here are the Löwdin charges for atoms 1 to 2, given in e: -0.0762, -0.4155



# 3
Below is one molecule with the formula C16H14ClFN2O3S, with properties calculated with ωB97M-V/def2-TZVPD.

Calculated values
E_LUMO: -0.109 eV
HOMO: -9.37 eV
ΔE to the lowest compared entry with this formula, charge and spin: 0.7352 eV

ORCA input file:
```
! RIJCOSX wB97M-V def2-TZVPD def2/J DEFGRID3
* xyz 0 1
N 3.372 -3.419 2.740
S 2.421 -2.928 4.046
O 3.059 -1.798 4.654
O 2.131 -4.089 4.835
C 0.952 -2.402 3.189
C -0.036 -3.327 2.922
C -1.161 -2.930 2.219
C -1.294 -1.612 1.795
C -2.516 -1.170 1.032
N -2.179 -0.316 -0.082
C -2.521 0.997 -0.115
O -3.214 1.516 0.737
C -1.985 1.758 -1.271
C -0.756 1.582 -1.758
C -0.140 2.359 -2.826
C -0.868 2.960 -3.858
F -2.205 2.806 -3.899
C -0.278 3.687 -4.873
C 1.098 3.837 -4.882
C 1.864 3.253 -3.889
C 1.251 2.524 -2.885
Cl 2.250 1.828 -1.659
C -0.289 -0.694 2.085
C 0.840 -1.089 2.781
H 4.207 -2.861 2.662
H 3.594 -4.400 2.794
H 0.087 -4.338 3.276
H -1.942 -3.643 2.004
H -3.164 -0.569 1.682
H -3.080 -2.040 0.681
H -1.602 -0.701 -0.811
H -2.631 2.551 -1.615
H -0.101 0.841 -1.316
H -0.900 4.121 -5.639
H 1.573 4.406 -5.665
H 2.937 3.361 -3.889
H -0.401 0.333 1.771
H 1.628 -0.396 3.028
*
```

Here are the Löwdin charges for atoms 1 to 2, given in e: -0.0582, 0.6196



# 4
Below is one molecule with the formula C5H9NO, with properties calculated with ωB97M-V/def2-TZVPD.

Calculated values
E_LUMO: 1.007 eV
HOMO: -9.69 eV
ΔE to the lowest compared entry with this formula, charge and spin: 1.0797 eV

ORCA input file:
```
! RIJCOSX wB97M-V def2-TZVPD def2/J DEFGRID3
* xyz 0 1
C -1.158 0.022 -1.346
C -0.983 0.156 0.165
C -0.433 1.509 0.649
O -0.726 2.667 0.482
N 0.600 0.911 1.313
C 0.327 -0.453 0.860
C 1.376 -1.081 -0.061
H -1.085 0.990 -1.851
H -2.094 -0.462 -1.636
H -0.347 -0.594 -1.752
H -1.884 -0.140 0.714
H 1.422 1.336 1.717
H 0.083 -1.123 1.695
H 0.998 -1.108 -1.090
H 1.609 -2.115 0.208
H 2.302 -0.500 -0.103
*
```

Here are the Löwdin charges for atoms 1 to 2, given in e: -0.0464, -0.1797



# 5
Below is C20H28BBrCl3F9KLiMgNO12S2 as an isolated structure in a non-equilibrium geometry, with properties calculated with ωB97M-V/def2-TZVPD.

Calculated values
E_LUMO: -6.763 eV
HOMO: -8.15 eV

ORCA input file:
```
! RIJCOSX wB97M-V def2-TZVPD def2/J DEFGRID3
* xyz 1 1
C 3.149 -2.090 1.122
C 3.079 -1.204 -0.206
C 1.580 -1.017 -0.739
Br 1.690 -1.320 -2.730
N 1.016 0.299 -0.412
C -0.321 0.561 -0.966
C -1.459 -0.424 -0.557
C -1.611 -1.795 -1.076
C -2.775 -2.715 -0.665
C -3.842 -2.248 0.339
C -3.704 -0.879 0.836
C -2.559 0.015 0.401
C -2.621 1.450 1.012
S 1.180 0.731 1.203
O 0.276 1.789 1.598
O 2.526 1.170 1.537
F 0.716 -0.595 2.117
H 3.862 -2.938 1.004
H 2.142 -2.465 1.440
H 3.532 -1.409 1.934
H 3.643 -1.812 -0.981
H 3.630 -0.232 -0.113
H 1.011 -1.849 -0.227
H -0.331 0.584 -2.095
H -0.696 1.585 -0.674
H -0.900 -2.238 -1.821
H -2.884 -3.781 -1.099
H -4.676 -2.938 0.635
H -4.471 -0.498 1.551
H -2.089 1.423 2.004
H -3.700 1.646 1.261
H -2.163 2.239 0.369
C -5.946 4.271 4.444
C -5.189 4.602 3.190
O -5.060 3.327 2.559
C -6.058 2.542 3.023
O -6.332 1.465 2.569
O -6.705 3.122 4.060
H -6.600 5.080 4.764
H -5.288 3.997 5.272
H -5.742 5.270 2.527
H -4.212 5.038 3.393
B 0.115 3.828 -2.447
F 0.430 2.699 -3.279
F 0.120 4.997 -3.224
F -1.177 3.634 -1.863
F 1.089 3.937 -1.409
C -0.398 -5.934 -0.445
O 0.110 -4.682 -0.891
H -0.897 -6.430 -1.275
H 0.422 -6.556 -0.093
H -1.117 -5.772 0.362
H 0.549 -4.266 -0.136
C 3.688 -7.268 0.997
Cl 4.859 -7.129 -0.314
Cl 3.198 -5.660 1.564
Cl 2.287 -8.213 0.481
H 4.161 -7.789 1.824
Li -6.285 -1.925 -0.740
K -1.376 -3.519 1.336
C 8.148 -1.451 -1.348
C 8.211 -1.546 0.150
O 6.901 -1.999 0.492
C 6.392 -2.631 -0.592
O 5.383 -3.270 -0.589
O 7.177 -2.446 -1.688
H 9.106 -1.665 -1.820
H 7.792 -0.477 -1.693
H 8.940 -2.283 0.493
H 8.428 -0.589 0.621
F 2.442 -0.613 -4.759
C -3.546 7.785 -2.955
F -2.931 8.942 -2.641
F -4.820 8.105 -3.272
F -2.973 7.345 -4.090
S -3.450 6.541 -1.587
O -4.110 7.169 -0.454
O -2.033 6.313 -1.374
O -4.156 5.372 -2.084
Mg 4.220 -0.315 -3.056
*
```

Here are the Löwdin charges for atoms 1 to 2, given in e: -0.0888, -0.2861



# 6
Below is an isolated ion of composition C2H6N5 and charge +1 in a non-equilibrium geometry, with properties calculated with ωB97M-V/def2-TZVPD.

Calculated values
E_LUMO: -3.923 eV
HOMO: -15.11 eV
ΔE to the lowest compared entry with this formula, charge and spin: 1.4733 eV

ORCA input file:
```
! RIJCOSX wB97M-V def2-TZVPD def2/J DEFGRID3
* xyz 1 1
N -2.977 -0.353 -0.183
C -1.887 -0.039 0.007
N -0.602 0.319 -0.005
N -0.225 1.680 0.046
C 0.470 -0.568 -0.100
N 1.651 0.104 -0.196
N 0.167 -1.871 0.044
H -0.204 2.089 -0.886
H -0.646 2.358 0.725
H 2.598 -0.258 -0.106
H 1.419 1.101 -0.024
H 0.967 -2.456 0.219
H -0.731 -2.105 0.459
*
```

Here are the Löwdin charges for atoms 1 to 2, given in e: 0.2346, -0.2290



no.,M (u)
1,156.345
2,101.174
3,368.817
4,99.133
5,976.974
6,100.105